# 1
Below is a single C2H2N4O3 molecule in a non-equilibrium geometry, with properties calculated with ωB97M-V with the def2-TZVPD basis set.

The value obtained for the total energy is -14203.732 eV. The energy above the lowest of the compared OMol25 structures with the same formula, charge and spin is 81.41 kcal/mol. The highest occupied orbital energy comes out at -10.16 eV. The frontier orbital gap comes out at 9.30 eV.

The geometry in XYZ format:
```
11
Properties=species:S:1:pos:R:3:forces:R:3
O -0.02027 -1.54677 1.54426 0.2 -0.8 -0.3
O 0.36165 0.83373 -2.53765 0.0 0.2 -1.1
O 0.32969 1.93373 -0.68231 -0.6 -1.7 -0.6
N -0.22687 0.67468 1.50521 -0.3 2.1 3.2
N -0.02563 -1.55284 -1.10245 -0.2 -4.8 -2.0
N -0.09257 -2.68856 -1.05784 0.4 2.1 -0.3
N 0.20087 0.86700 -1.33905 0.9 1.0 -1.2
C -0.09150 -0.48336 1.01665 -0.1 -2.1 -3.5
C -0.07434 -0.35753 -0.76480 -0.5 2.7 6.8
H -0.06189 0.86432 2.47397 -0.1 -0.4 0.5
H -0.29914 1.45561 0.94402 0.0 1.8 -1.6
```
Forces are in eV/Å.



# 2
Below is 2 unconnected molecules or ions with the total composition C2H2N4P in a non-equilibrium geometry, with properties calculated with ωB97M-V with the def2-TZVPD basis set.

The value obtained for the total energy is -17344.272 eV. The energy above the lowest of the compared OMol25 structures with the same formula, charge and spin is 7.80 kcal/mol. The highest occupied orbital energy comes out at -14.00 eV. Its total charge is +1. The frontier orbital gap comes out at 7.42 eV.

The geometry in XYZ format:
```
9
Properties=species:S:1:pos:R:3:forces:R:3
P -1.86125 -0.08989 -2.12933 1.3 0.8 2.2
N -0.54757 0.86367 0.15531 -7.0 -1.4 -4.5
N -0.86787 -2.78671 -1.69360 0.5 -0.1 -0.2
N 0.09777 -2.58790 -2.16673 -0.4 -0.3 0.2
N -1.04331 0.31800 -0.92191 -0.4 0.4 -1.9
C 0.50909 0.98563 0.64631 2.5 -0.1 1.2
C 1.05634 1.09359 1.77536 3.5 2.0 2.2
H 1.05374 0.15675 2.31456 0.3 0.2 0.6
H 1.60306 2.04686 2.02004 -0.4 -1.4 0.2
```
Forces are in eV/Å.



# 3
Below is a gas-phase ion, C2H2N5O (charge +1) in a non-equilibrium geometry, with properties calculated with ωB97M-V with the def2-TZVPD basis set.

The value obtained for the total energy is -11587.930 eV. The energy above the lowest of the compared OMol25 structures with the same formula, charge and spin is 63.53 kcal/mol. The highest occupied orbital energy (alpha / beta) comes out at -15.51 / -15.51 eV. Its total charge is +1. As for the SMILES: NC1=C=NN=N[N+]1=O. The frontier orbital gap (alpha / beta) comes out at 7.56 / 7.57 eV.

The geometry in XYZ format:
```
10
Properties=species:S:1:pos:R:3:forces:R:3
O 0.17933 -1.92792 0.10754 -1.1 0.8 -0.2
N -2.44982 0.26063 -0.05424 -2.6 -1.7 0.0
N 1.74369 0.16323 -0.07702 -0.5 3.7 0.4
N -1.78265 -0.85522 -0.06505 -0.9 -1.0 0.0
N -0.54380 -0.94891 0.03381 3.0 -0.9 0.2
N -1.77067 1.31445 0.06989 3.8 2.6 -0.3
C 0.45521 0.39064 0.04052 1.6 -1.5 -0.5
C -0.50749 1.23772 0.03055 -2.7 0.9 0.5
H 2.31742 -0.61933 -0.09106 0.0 -2.7 0.0
H 2.35879 0.98471 0.00505 -0.7 -0.1 -0.1
```
Forces are in eV/Å.